56
Properties=species:S:1:pos:R:3:lowdin_spin:R:1 method="wB97M-V/def2-TZVPD" energy_ev=-75402.077 e_lumo_ev="-3.27 / -3.25" homo_lumo_gap_ev="4.12 / 4.07" charge=0 multiplicity=2 s2=0.77
Cu 0.2916 1.1011 1.2169 -0.0211
C 3.6601 4.3537 1.8728 0.0066
O 2.5841 4.5480 1.3427 0.3844
O 4.5641 5.1527 1.9648 0.2054
O 3.7549 3.2097 2.2542 0.4257
C -2.5056 -4.8006 1.5961 0.0000
C -1.4859 -3.7875 2.0979 0.0000
C -0.0574 -4.2325 2.3328 0.0000
O 0.8912 -3.1427 2.5161 -0.0002
C 2.0827 -3.5920 3.1083 0.0000
N -1.5996 -2.6854 1.0899 -0.0001
H -3.4877 -4.4014 1.3425 0.0000
H -2.5797 -5.6440 2.2826 0.0000
H -2.1200 -5.3396 0.7308 0.0000
H -1.9204 -3.3201 2.9816 0.0000
H 0.4131 -4.8617 1.5773 0.0000
H -0.1103 -4.8752 3.2116 0.0000
H 2.7763 -2.7512 3.1045 0.0000
H 2.5735 -4.3553 2.5044 0.0000
H 1.8927 -3.9273 4.1279 0.0000
H -2.5796 -2.5109 0.9188 0.0000
H -1.3710 -3.0736 0.1860 0.0000
C 3.9007 -1.9276 -3.8697 0.0000
C 3.5102 -0.6031 -4.4338 0.0000
C 3.6547 -0.5604 -5.9935 0.0000
O 2.8416 -1.5651 -6.6785 0.0000
C 3.0817 -1.4176 -8.1157 0.0000
N 2.1328 -0.3138 -4.1030 0.0000
H 4.8785 -2.3312 -4.1324 0.0000
H 3.2036 -2.7204 -4.1411 0.0000
H 3.9512 -1.7598 -2.7938 0.0000
H 4.0654 0.1374 -3.8580 0.0000
H 4.7180 -0.7526 -6.1368 0.0000
H 3.4030 0.4542 -6.3023 0.0000
H 2.2946 -1.9327 -8.6665 0.0000
H 4.0232 -1.9473 -8.2607 0.0000
H 3.0837 -0.3947 -8.4922 0.0000
H 1.7308 -1.0289 -4.6922 0.0000
H 1.9564 0.5245 -4.6379 0.0000
C -4.2373 4.0834 5.0993 0.0000
C -3.7419 3.4130 3.7953 0.0000
C -3.8403 4.2385 2.5269 0.0000
O -3.2710 3.5189 1.3958 -0.0003
C -3.6067 4.2485 0.2587 0.0000
N -2.3741 2.9599 4.0678 -0.0003
H -3.6243 4.9791 5.2000 0.0000
H -4.0743 3.4682 5.9842 0.0000
H -5.2929 4.3519 5.0597 0.0000
H -4.3639 2.5274 3.6656 0.0000
H -3.5121 5.2776 2.5514 0.0000
H -4.9156 4.3340 2.3764 0.0000
H -3.1819 5.2498 0.3297 0.0000
H -4.6792 4.2482 0.0640 0.0000
H -3.1171 3.8741 -0.6403 0.0000
H -1.9056 3.8332 4.2625 0.0000
H -2.3594 2.4692 4.9505 0.0000